Record 1
{
  "formula": "C30H53FN7O6P2",
  "method": "ωB97M-V/def2-TZVPD",
  "largest_force_ev_per_a": 8.93,
  "gap_ev": 6.63,
  "total_charge": 1,
  "homo_ev": -11.1,
  "species": ["C", "C", "O", "N", "C", "C", "C", "C", "C", "N", "P", "O", "C", "C", "C", "C", "C", "N", "C", "C", "O", "C", "C", "N", "N", "N", "C", "F", "P", "N", "C", "C", "O", "C", "C", "O", "C", "C", "C", "O", "H", "H", "H", "H", "H", "H", "H", "H", "H", "H", "H", "H", "H", "H", "H", "H", "H", "H", "H", "H", "H", "H", "H", "H", "H", "H", "H", "H", "H", "H", "H", "H", "H", "H", "H", "H", "H", "H", "H", "H", "H", "H", "H", "H", "H", "H", "H", "C", "C", "C", "C", "C", "C", "H", "H", "H", "H", "H", "H"],
  "positions_angstrom": [[7.373, 0.475, 1.670], [6.161, -0.671, 1.696], [5.266, -0.519, 2.704], [6.086, -1.818, 0.712], [5.077, -1.567, -0.398], [3.961, -2.764, -0.309], [2.403, -2.280, -0.448], [1.640, -2.058, 1.021], [0.424, -0.968, 0.958], [0.369, 0.377, 0.691], [1.975, 1.086, 0.399], [2.271, 1.336, -1.166], [-1.036, 1.022, 0.690], [-1.354, 1.063, -0.913], [-2.868, 0.596, -1.349], [-3.991, 1.745, -1.037], [-5.547, 1.298, -1.281], [-6.401, 2.497, -0.818], [-7.779, 2.058, -0.382], [-8.487, 2.942, 0.847], [-8.480, 1.044, -0.896], [-0.889, 2.388, 1.568], [-0.804, 3.793, 0.746], [-2.046, 4.144, -0.068], [0.413, 4.005, -0.110], [-0.735, 4.895, 1.829], [-1.786, -0.154, 1.617], [-1.183, 0.127, 2.976], [-3.641, -0.012, 2.000], [-4.136, 1.417, 2.574], [-1.091, -1.598, 1.284], [-1.226, -2.761, 2.430], [-0.268, -2.662, 3.541], [-0.998, -2.863, 4.804], [-2.100, -1.828, 5.450], [-0.733, -3.985, 5.496], [-1.402, -2.406, -0.094], [-3.006, -3.171, 0.046], [-3.336, -4.345, -1.189], [-2.999, -4.698, 0.381], [6.989, 1.540, 1.357], [7.876, 0.606, 2.744], [8.246, 0.190, 0.941], [7.034, -1.860, 0.257], [4.646, -0.481, -0.425], [5.672, -1.708, -1.422], [4.169, -3.484, -1.238], [4.153, -3.364, 0.687], [1.813, -3.178, -0.962], [2.233, -1.350, -1.149], [2.444, -1.630, 1.783], [1.348, -3.120, 1.417], [3.091, 0.311, 0.882], [2.013, 2.339, 1.166], [-1.150, 2.084, -1.446], [-0.615, 0.278, -1.426], [-2.838, 0.477, -2.537], [-3.199, -0.452, -0.940], [-3.784, 2.675, -1.754], [-3.843, 2.142, 0.054], [-5.884, 0.330, -0.718], [-5.717, 1.242, -2.455], [-6.417, 3.246, -1.545], [-9.114, 3.855, 0.429], [-9.262, 2.287, 1.469], [-7.705, 3.395, 1.593], [0.106, 2.318, 2.223], [-1.757, 2.537, 2.375], [-2.498, 4.969, 0.385], [-1.721, 4.460, -1.029], [1.273, 4.247, 0.424], [0.562, 3.276, -0.835], [0.121, 4.604, 2.390], [-0.473, 5.796, 1.335], [-3.951, -1.009, 3.016], [-4.466, -0.281, 0.821], [-4.889, 1.814, 1.943], [-2.351, -2.824, 2.794], [-1.013, -3.806, 1.897], [-1.622, -0.760, 5.527], [-3.125, -1.794, 4.874], [-2.375, -2.160, 6.563], [-0.659, -3.306, -0.250], [-1.428, -1.772, -1.074], [-3.959, -2.453, 0.434], [-2.421, -4.941, -1.642], [-4.303, -5.031, -1.061], [5.238, -1.096, -4.612], [5.650, 0.207, -4.335], [6.553, 0.849, -5.182], [7.037, 0.190, -6.313], [6.622, -1.112, -6.592], [5.726, -1.757, -5.739], [4.538, -1.597, -3.949], [5.268, 0.723, -3.458], [6.879, 1.862, -4.963], [7.737, 0.691, -6.976], [6.998, -1.625, -7.473], [5.408, -2.773, -5.953]]
}

---

Record 2
{
  "formula": "C21H35BN3O6",
  "method": "ωB97M-V/def2-TZVPD",
  "largest_force_ev_per_a": 1.92,
  "gap_ev": 8.87,
  "total_charge": 1,
  "homo_ev": -11.4,
  "species": ["C", "C", "C", "N", "B", "C", "O", "C", "C", "C", "O", "C", "O", "C", "C", "C", "C", "C", "O", "O", "C", "C", "C", "C", "C", "N", "H", "H", "H", "H", "H", "H", "H", "H", "H", "H", "H", "H", "H", "H", "H", "H", "H", "H", "H", "H", "H", "H", "H", "H", "H", "H", "H", "H", "C", "O", "N", "C", "C", "H", "H", "H", "H", "H", "H", "H"],
  "positions_angstrom": [[1.093, -0.620, 2.761], [0.751, -1.515, 1.837], [0.969, -1.271, 0.371], [-0.156, -0.497, -0.333], [0.633, 0.796, -0.696], [0.298, 2.215, -0.139], [1.692, 0.673, -1.556], [-1.291, -0.161, 0.611], [-2.494, 0.521, -0.024], [-3.609, 0.521, 1.021], [-3.163, 1.101, 2.228], [-3.358, 0.244, 3.347], [-2.989, -0.230, -1.115], [-1.926, -0.298, -2.034], [-0.790, -1.206, -1.521], [0.070, -1.432, -2.779], [1.355, -2.253, -2.701], [1.114, -3.731, -2.477], [0.300, -4.367, -3.053], [1.871, -4.319, -1.528], [-1.440, -2.558, -1.129], [-2.331, -3.154, -2.026], [-2.927, -4.357, -1.677], [-2.586, -4.891, -0.440], [-1.667, -4.260, 0.379], [-1.100, -3.098, 0.028], [0.597, -0.614, 3.721], [1.874, 0.117, 2.611], [0.334, -2.465, 2.132], [1.106, -2.234, -0.097], [1.922, -0.739, 0.301], [-0.503, 2.641, -0.745], [0.057, 2.252, 0.921], [1.142, 2.884, -0.283], [1.532, 1.107, -2.401], [-1.683, -1.073, 1.044], [-0.971, 0.441, 1.449], [-2.328, 1.565, -0.293], [-3.989, -0.496, 1.129], [-4.431, 1.123, 0.634], [-4.409, -0.041, 3.422], [-2.789, -0.681, 3.232], [-3.087, 0.776, 4.250], [-2.237, -0.577, -3.033], [-1.557, 0.731, -2.164], [0.335, -0.490, -3.256], [-0.546, -1.915, -3.533], [1.852, -2.169, -3.669], [2.083, -1.877, -1.990], [2.620, -3.757, -1.300], [-2.573, -2.744, -2.993], [-3.627, -4.845, -2.334], [-3.044, -5.815, -0.116], [-1.406, -4.694, 1.332], [2.506, 5.192, 2.003], [2.125, 4.306, 2.747], [3.650, 5.163, 1.296], [4.044, 6.249, 0.417], [4.519, 4.005, 1.425], [1.920, 6.112, 1.838], [4.149, 5.886, -0.607], [4.997, 6.669, 0.741], [3.291, 7.034, 0.436], [3.986, 3.102, 1.123], [4.829, 3.883, 2.462], [5.395, 4.136, 0.796]]
}

---

Record 3
{
  "formula": "C12H19Cl2DyN3O",
  "method": "ωB97M-V/def2-TZVPD",
  "multiplicity": 6,
  "largest_force_ev_per_a": 11.06,
  "s2": 9.387,
  "gap_ev": [3.27, 3.53],
  "total_charge": -1,
  "homo_ev": [-1.0, -1.3],
  "species": ["Dy", "Cl", "Cl", "C", "H", "H", "C", "C", "H", "C", "H", "C", "H", "H", "C", "H", "H", "C", "H", "H", "H", "H", "C", "N", "C", "C", "C", "N", "C", "O", "N", "H", "H", "H", "H", "H", "H", "H"],
  "positions_angstrom": [[1.097, -0.426, -0.347], [-0.239, -2.452, -1.273], [1.843, 1.916, 0.654], [3.026, -0.716, -1.149], [3.784, 0.026, -1.099], [3.201, -1.342, -1.971], [-0.125, 1.281, -1.744], [0.946, 0.727, -2.136], [-0.155, 1.970, -0.910], [0.905, -0.343, -3.381], [2.172, 1.074, -1.982], [-0.234, 0.033, -4.340], [1.886, -0.353, -3.868], [0.750, -1.403, -3.021], [-1.568, 0.121, -3.568], [0.003, 0.998, -4.804], [-0.305, -0.676, -5.188], [-1.536, 1.134, -2.358], [-2.374, 0.422, -4.275], [-1.790, -0.879, -3.191], [-1.938, 2.131, -2.735], [-2.322, 0.794, -1.621], [0.542, -2.272, 4.481], [-0.085, -1.174, 3.763], [-0.934, -0.368, 4.443], [-1.489, 0.736, 3.822], [-1.088, 0.952, 2.470], [-0.447, 0.031, 1.769], [0.210, -0.940, 2.433], [1.128, -1.624, 1.811], [-1.354, 2.146, 1.864], [-0.225, -2.889, 4.958], [1.193, -1.888, 5.272], [1.121, -2.859, 3.774], [-1.121, -0.625, 5.478], [-2.123, 1.428, 4.325], [-1.722, 2.868, 2.450], [-0.633, 2.439, 1.196]]
}

---

Record 4
{
  "formula": "C8H8AlCeCl2N2O3",
  "method": "ωB97M-V/def2-TZVPD",
  "multiplicity": 2,
  "largest_force_ev_per_a": 7.40,
  "s2": 0.751,
  "gap_ev": [3.25, 3.26],
  "total_charge": 4,
  "homo_ev": [-21.3, -21.3],
  "species": ["Al", "Ce", "Cl", "Cl", "C", "C", "C", "O", "O", "O", "C", "C", "C", "C", "N", "N", "C", "H", "H", "H", "H", "H", "H", "H", "H"],
  "positions_angstrom": [[0.407, -0.143, -4.925], [1.302, 1.164, -0.175], [-1.415, -0.672, -3.973], [-0.307, 2.874, -1.136], [2.541, 3.378, 0.086], [0.973, -1.748, -6.189], [0.303, 1.709, -5.974], [2.837, 4.497, 0.100], [1.527, -2.671, -6.635], [0.162, 2.798, -6.376], [0.901, -1.815, 4.086], [0.195, -1.116, 2.990], [-1.168, -0.942, 2.727], [-1.296, -0.241, 1.533], [-0.060, 0.050, 1.066], [0.854, -0.485, 1.995], [-2.456, 0.217, 0.769], [0.663, -1.334, 5.057], [0.548, -2.865, 4.147], [1.996, -1.815, 3.919], [-1.986, -1.296, 3.348], [1.866, -0.547, 1.806], [-3.116, -0.627, 0.521], [-3.074, 0.880, 1.388], [-2.197, 0.752, -0.152]]
}